ORCA calculation (the ωB97M-V functional and the def2-TZVPD basis) on 2 unconnected molecules or ions with the total composition C5H12N2.

Computed properties:
**SMILES**: [H]/N=C/C.C/C=N/C
**Frontier orbital gap**: 10.57 eV
**Charge**: 0
**LUMO energy**: 1.1 eV
**Relative energy (zero: lowest compared OMol25 entry of this formula, charge and spin)**: 32.3 kcal per mole

Last columns: bonded neighbours and bond lengths (Å).
Positions of all 19 atoms, in Å:
1 C 0.6719 1.6510 -1.2943  N4 1.430, H6 1.091, H7 1.087, H8 1.098
2 C -1.5668 0.9494 1.5917  C3 1.487, H9 1.089, H10 1.095, H11 1.096
3 C -0.9974 1.0716 0.2240  C2 1.487, N4 1.254, H5 1.099
4 N 0.1513 1.5368 0.0322  C1 1.430, C3 1.254
5 H -1.6388 0.7163 -0.5940  C3 1.099
6 H 1.6276 1.1253 -1.3360  C1 1.091
7 H 0.8673 2.7024 -1.4915  C1 1.087
8 H -0.0023 1.2589 -2.0671  C1 1.098
9 H -0.8639 1.3159 2.3377  C2 1.089
10 H -1.7985 -0.1030 1.7863  C2 1.095
11 H -2.5014 1.5175 1.6601  C2 1.096
12 C 0.9583 -1.6839 0.8302  C13 1.484, H17 1.086, H18 1.092, H19 1.087
13 C 0.8423 -1.7301 -0.6490  C12 1.484, N14 1.253, H16 1.104
14 N -0.2730 -1.8533 -1.2066  C13 1.253, H15 1.016
15 H -0.2550 -1.8629 -2.2221  N14 1.016
16 H 1.8020 -1.6408 -1.1879  C13 1.104
17 H 0.0249 -1.9949 1.2892  C12 1.086
18 H 1.1764 -0.6571 1.1316  C12 1.092
19 H 1.7751 -2.3189 1.1653  C12 1.087

natural (NBO) population analysis, charges in e, atoms 1 to 5: number 1, C, carries -0.431; number 2, C, carries -0.666; number 3, C, carries 0.141; number 4, N, carries -0.435; number 5, H, carries 0.148

ORCA calculation (the ωB97M-V functional and the def2-TZVPD basis) on a single C5H12N2 molecule in a non-equilibrium geometry.

Computed properties:
**SMILES**: C=N[C@@H](C)NCC
**Frontier orbital gap**: 8.50 eV
**Charge**: 0
**LUMO energy**: 0.8 eV
**Relative energy (zero: lowest compared OMol25 entry of this formula, charge and spin)**: 79.1 kcal per mole

Last columns: bonded neighbours and bond lengths (Å).
Positions of all 19 atoms, in Å:
1 C 0.9587 0.3897 0.2184  C3 1.532, N5 1.437, N7 1.448, H9 1.097
2 C -1.4396 -0.2126 -0.3725  C4 1.516, N5 1.661, H10 1.092, H11 1.090
3 C 2.2562 1.0689 -0.2302  C1 1.532, H12 1.095, H13 1.096, H14 1.095
4 C -2.3489 0.6539 0.4759  C2 1.516, H17 1.093, H18 1.096, H19 1.094
5 N -0.1075 0.7288 -0.6837  C1 1.437, C2 1.661, H8 1.017
6 C 0.7302 -2.1795 0.4055  N7 1.262, H15 1.097, H16 1.099
7 N 1.2138 -1.0350 0.1871  C1 1.448, C6 1.262
8 H 0.1702 0.5656 -1.6485  N5 1.017
9 H 0.7543 0.6851 1.2548  C1 1.097
10 H -1.8378 -0.2843 -1.3868  C2 1.092
11 H -1.5262 -1.2428 -0.0263  C2 1.090
12 H 3.0915 0.8294 0.4357  C3 1.095
13 H 2.5274 0.7472 -1.2417  C3 1.096
14 H 2.1258 2.1541 -0.2907  C3 1.095
15 H -0.0304 -2.6220 -0.2489  C6 1.097
16 H 1.2317 -2.8580 1.1097  C6 1.099
17 H -2.5412 1.6103 -0.0161  C4 1.093
18 H -3.3235 0.1676 0.5985  C4 1.096
19 H -1.9048 0.8337 1.4597  C4 1.094

natural (NBO) population analysis, charges in e, atoms 1 to 5: number 1, C, carries 0.095; number 2, C, carries -0.238; number 3, C, carries -0.603; number 4, C, carries -0.617; number 5, N, carries -0.625

ORCA calculation (the ωB97M-V functional and the def2-TZVPD basis) on a single C5H12N2 molecule in a non-equilibrium geometry.

Computed properties:
**SMILES**: C=C(CCN)NC
**Frontier orbital gap**: 9.20 eV
**Charge**: 0
**LUMO energy**: 1.1 eV
**Relative energy (zero: lowest compared OMol25 entry of this formula, charge and spin)**: 48.4 kcal per mole

Last columns: bonded neighbours and bond lengths (Å).
Positions of all 19 atoms, in Å:
1 C -1.4223 -0.7921 -0.0482  C2 1.500, N7 1.438, H8 1.111, H9 1.110
2 C -0.5537 -0.2062 -1.1218  C1 1.500, C3 1.501, H10 1.115, H11 1.110
3 C 0.4910 0.6500 -0.4676  C2 1.501, C4 1.397, N6 1.401
4 C 0.7068 1.9519 -0.9265  C3 1.397, H12 1.058, H13 1.096
5 C 1.8058 -1.1561 0.7984  N6 1.545, H14 1.100, H15 1.109, H16 1.097
6 N 1.0358 0.1820 0.7354  C3 1.401, C5 1.545, H17 0.978
7 N -1.8834 0.2978 0.7682  C1 1.438, H18 1.061, H19 0.987
8 H -0.8904 -1.5545 0.5608  C1 1.111
9 H -2.2619 -1.3465 -0.5175  C1 1.110
10 H -1.1232 0.3550 -1.8985  C2 1.115
11 H -0.0053 -1.0232 -1.6347  C2 1.110
12 H -0.0977 2.5165 -1.3179  C4 1.058
13 H 1.3872 2.4515 -0.2272  C4 1.096
14 H 1.6465 -1.4805 1.8376  C5 1.100
15 H 1.3430 -1.9376 0.1628  C5 1.109
16 H 2.8850 -1.1401 0.6012  C5 1.097
17 H 1.5650 0.8417 1.2261  N6 0.978
18 H -1.8625 1.2419 0.2839  N7 1.061
19 H -2.7658 0.1486 1.1854  N7 0.987

natural (NBO) population analysis, charges in e, atoms 1 to 5: number 1, C, carries -0.209; number 2, C, carries -0.473; number 3, C, carries 0.250; number 4, C, carries -0.545; number 5, C, carries -0.429

ORCA calculation (the ωB97M-V functional and the def2-TZVPD basis) on a single C5H12N2 molecule in a non-equilibrium geometry.

Computed properties:
**SMILES**: CN1N(C)C1(C)C
**Frontier orbital gap**: 9.83 eV
**Charge**: 0
**LUMO energy**: 1.1 eV
**Relative energy (zero: lowest compared OMol25 entry of this formula, charge and spin)**: 90.5 kcal per mole

Last columns: bonded neighbours and bond lengths (Å).
Positions of all 19 atoms, in Å:
1 C 0.1401 0.2462 -0.4428  C2 1.515, C3 1.518, N6 1.459, N7 1.441
2 C -0.7896 -0.2256 -1.5420  C1 1.515, H8 1.102, H9 1.108, H10 1.045
3 C 1.4243 0.5971 -1.1719  C1 1.518, H11 1.178, H12 1.071, H13 1.096
4 C 1.0434 -1.3477 1.4451  N6 1.453, H14 1.205, H15 1.171, H16 1.126
5 C -1.7405 0.9650 1.1013  N7 1.551, H17 1.069, H18 1.131, H19 1.080
6 N 0.0112 -0.7516 0.6136  C1 1.459, C4 1.453, N7 1.467
7 N -0.2334 0.6692 0.8830  C1 1.441, C5 1.551, N6 1.467
8 H -0.3263 -0.7936 -2.3643  C2 1.102
9 H -1.2892 0.6987 -1.8922  C2 1.108
10 H -1.6140 -0.7378 -1.1534  C2 1.045
11 H 2.3244 1.1193 -0.6199  C3 1.178
12 H 1.1067 1.2642 -1.9468  C3 1.071
13 H 1.9412 -0.3218 -1.4699  C3 1.096
14 H 1.8079 -1.8080 0.6348  C4 1.205
15 H 1.6566 -0.5723 2.0722  C4 1.171
16 H 0.7060 -2.1706 2.1359  C4 1.126
17 H -1.9499 1.9895 0.8814  C5 1.069
18 H -2.3090 0.0846 0.6761  C5 1.131
19 H -1.9099 1.0951 2.1600  C5 1.080

natural (NBO) population analysis, charges in e, atoms 1 to 5: number 1, C, carries 0.216; number 2, C, carries -0.626; number 3, C, carries -0.642; number 4, C, carries -0.428; number 5, C, carries -0.453

ORCA calculation (the ωB97M-V functional and the def2-TZVPD basis) on 2 unconnected molecules or ions with the total composition C5H12N2 in a non-equilibrium geometry.

Computed properties:
**SMILES**: N/C=C/N.C=CC
**Frontier orbital gap**: 8.55 eV
**Charge**: 0
**LUMO energy**: 1.1 eV
**Relative energy (zero: lowest compared OMol25 entry of this formula, charge and spin)**: 49.6 kcal per mole

Last columns: bonded neighbours and bond lengths (Å).
Positions of all 19 atoms, in Å:
1 C -1.6097 -1.2818 -0.1218  C2 1.370, N4 1.444, H5 1.147
2 C -0.8115 -2.0503 0.6840  C1 1.370, N3 1.431, H6 1.135
3 N -0.3697 -1.6607 1.9878  C2 1.431, H7 1.006, H8 1.065
4 N -2.0498 -1.6846 -1.4364  C1 1.444, H9 1.003, H10 1.009
5 H -2.0081 -0.2586 0.2105  C1 1.147
6 H -0.3612 -3.0258 0.3173  C2 1.135
7 H -0.6280 -2.4161 2.6001  N3 1.006
8 H -0.9155 -0.7938 2.2799  N3 1.065
9 H -1.5177 -2.3631 -1.9484  N4 1.003
10 H -2.3240 -0.9466 -2.0679  N4 1.009
11 C 0.4241 1.5143 -0.7230  C12 1.493, H14 1.101, H15 1.088, H16 1.094
12 C 1.6651 2.3109 -0.4904  C11 1.493, C13 1.336, H17 1.077
13 C 2.5450 1.9640 0.4539  C12 1.336, H18 1.071, H19 1.103
14 H 0.3204 1.2481 -1.7858  C11 1.101
15 H 0.4542 0.6060 -0.1251  C11 1.088
16 H -0.4226 2.1446 -0.4349  C11 1.094
17 H 1.8376 3.1791 -1.1031  C12 1.077
18 H 3.5182 2.3893 0.5952  C13 1.071
19 H 2.2530 1.1250 1.1080  C13 1.103

natural (NBO) population analysis, charges in e, atoms 1 to 5: number 1, C, carries -0.079; number 2, C, carries -0.106; number 3, N, carries -0.816; number 4, N, carries -0.839; number 5, H, carries 0.192

ORCA calculation (the ωB97M-V functional and the def2-TZVPD basis) on a single C5H12N2 molecule in a non-equilibrium geometry.

Computed properties:
**SMILES**: CN/C=C\CCN
**Frontier orbital gap**: 7.20 eV
**Charge**: 0
**LUMO energy**: 0.6 eV
**Relative energy (zero: lowest compared OMol25 entry of this formula, charge and spin)**: 87.6 kcal per mole

Last columns: bonded neighbours and bond lengths (Å).
Positions of all 19 atoms, in Å:
1 C 1.8170 -0.6337 0.6625  C2 1.548, N7 1.461, H8 1.094, H9 1.094
2 C 0.7921 0.0769 1.5802  C1 1.548, C3 1.525, H10 1.091, H11 1.088
3 C -0.6298 0.1729 1.0360  C2 1.525, C4 1.393, H12 1.085
4 C -1.0768 0.9444 -0.0336  C3 1.393, N5 1.366, H13 1.091
5 N -0.8687 0.7379 -1.3682  C4 1.366, C6 1.470, H14 1.005
6 C -2.0398 1.0154 -2.2124  N5 1.470, H15 1.087, H16 1.093, H17 1.085
7 N 2.2062 -1.9798 1.0774  C1 1.461, H18 1.011, H19 1.012
8 H 2.7388 -0.0487 0.7238  C1 1.094
9 H 1.4517 -0.6269 -0.3685  C1 1.094
10 H 1.1190 1.1167 1.6356  C2 1.091
11 H 0.8530 -0.3401 2.5830  C2 1.088
12 H -1.3944 -0.3161 1.6305  C3 1.085
13 H -1.6723 1.8205 0.2296  C4 1.091
14 H -0.5406 -0.1921 -1.5637  N5 1.005
15 H -2.6563 1.7715 -1.7320  C6 1.087
16 H -2.6429 0.1038 -2.2248  C6 1.093
17 H -1.8110 1.3693 -3.2121  C6 1.085
18 H 2.9043 -2.3401 0.4414  N7 1.011
19 H 1.4502 -2.6519 1.1151  N7 1.012

natural (NBO) population analysis, charges in e, atoms 1 to 5: number 1, C, carries -0.207; number 2, C, carries -0.430; number 3, C, carries -0.444; number 4, C, carries 0.092; number 5, N, carries -0.590

E_tot values, unit Eh, following the record order: -307.17792, -307.10322, -307.15228, -307.08507, -307.15028, -307.08968.